(1)
55
Properties=species:S:1:pos:R:3:forces:R:3 method="wB97M-V/def2-TZVPD" orbital_gap_ha="0.199 / 0.199" charge=+3 multiplicity=1 total_energy_ha=-2237.2277 relative_energy_kj_mol=444.7
Pt 0.08000 -0.13270 0.01530 -0.093 1.342 1.265
C -2.14710 3.58050 1.63230 -0.098 0.025 0.524
C -1.40460 2.57240 0.84130 0.260 -0.507 -0.417
N -1.24010 1.35000 1.24570 0.897 -1.522 -1.332
N -1.74010 0.93680 2.39240 -0.470 -0.500 1.181
C -1.87950 -0.34100 2.62520 0.318 1.228 -0.533
N -2.47920 -0.75280 3.72820 -0.073 -0.301 0.030
S -1.24920 -1.56170 1.51870 1.448 0.150 -0.989
C -0.88080 2.88540 -0.48310 -0.097 0.783 -0.300
C -1.06270 4.14200 -1.06740 0.059 -0.575 0.310
C -0.61480 4.36820 -2.35960 0.137 -0.166 -0.156
C 0.00090 3.33200 -3.04200 -0.149 0.039 0.204
C 0.15000 2.10810 -2.39550 0.147 0.174 -0.523
N -0.27030 1.89590 -1.16000 0.689 -1.145 0.328
H -2.42880 3.17250 2.59840 0.012 0.094 -0.056
H -3.05230 3.89680 1.11390 -0.035 -0.071 -0.154
H -1.53620 4.47030 1.78590 0.092 0.006 -0.026
H -2.91070 -0.08000 4.34910 -0.066 -0.051 -0.116
H -2.61580 -1.73380 3.91590 0.075 -0.001 0.122
H -1.55540 4.92790 -0.52130 -0.078 0.079 0.102
H -0.75270 5.33480 -2.82450 0.011 0.017 -0.001
H 0.35740 3.46530 -4.05300 0.025 -0.078 -0.019
H 0.62150 1.27940 -2.90670 -0.002 0.059 0.049
N 1.19350 0.32460 3.65290 -0.412 0.034 0.113
C 2.23030 0.19260 2.84050 0.595 -0.127 0.241
N 3.42710 0.12780 3.39280 -0.103 0.059 1.129
C 4.52700 0.01620 2.65260 -1.721 0.152 -0.438
N 5.71410 -0.04440 3.20020 0.441 -0.040 0.169
N 4.38640 -0.03030 1.30860 0.433 -0.100 -1.226
C 3.18920 -0.00790 0.79170 1.087 -0.045 0.323
N 2.04980 0.10820 1.48840 -2.012 -0.036 -1.059
C 3.11670 -0.17000 -0.67030 0.767 0.235 0.165
C 4.27110 -0.04680 -1.43780 -0.474 -0.094 -0.039
C 4.19360 -0.27740 -2.80240 -0.160 -0.015 0.047
C 2.97440 -0.65390 -3.34900 -0.027 -0.026 0.307
C 1.87120 -0.75340 -2.51140 -0.185 -0.269 -0.781
N 1.94030 -0.48570 -1.21330 -1.660 -0.088 0.766
H 1.38000 0.38410 4.64240 0.046 0.040 -0.037
H 0.27110 0.52670 3.31470 -0.050 0.065 -0.007
H 5.81490 -0.02830 4.20660 -0.095 0.026 -0.131
H 6.54670 -0.12410 2.63270 -0.176 -0.004 0.008
H 5.19470 0.22340 -0.95180 0.023 -0.029 0.089
H 5.07140 -0.18120 -3.42300 0.071 0.011 -0.067
H 2.87930 -0.87290 -4.40170 -0.084 -0.049 -0.033
H 0.90630 -1.07550 -2.88370 -0.023 0.054 0.006
C -1.90350 -3.92780 -1.21170 -0.039 0.477 -0.026
S -2.31950 -2.19170 -1.56590 -1.385 -1.443 -0.271
C -2.78500 -2.41550 -3.31170 0.229 0.233 0.325
O -0.98230 -1.46910 -1.62960 2.043 1.744 0.694
H -2.81950 -4.50280 -1.30860 -0.159 -0.047 -0.010
H -1.53140 -4.01150 -0.19490 -0.042 0.114 0.076
H -1.15500 -4.28780 -1.91080 0.055 0.089 -0.155
H -3.69870 -3.00340 -3.32580 -0.111 -0.071 0.120
H -1.99520 -2.93260 -3.84710 0.146 -0.080 0.068
H -2.97520 -1.44890 -3.76740 -0.026 0.151 0.140

***

(2)
49
Properties=species:S:1:pos:R:3:forces:R:3 method="wB97M-V/def2-TZVPD" orbital_gap_ha=0.121 charge=0 multiplicity=1 total_energy_ha=-2380.3966 relative_energy_kj_mol=29.7
N -0.39342 -0.79623 3.49988 2.390 2.070 -0.487
C 0.46978 -0.02877 3.28191 -2.793 -2.588 0.468
C 1.55830 0.86658 3.20216 -0.318 1.910 1.482
C 1.35571 2.20279 3.47562 -0.267 -1.799 -0.814
C 0.03953 2.74548 3.48605 -2.586 1.197 0.061
N -1.03819 3.20242 3.48422 2.394 -1.074 -0.014
C 2.46905 3.13760 3.71429 0.385 2.039 -0.321
O 2.27295 4.34193 3.85168 0.269 -2.124 -0.069
C 3.83189 2.53720 3.69629 0.281 -0.658 -0.005
Cl 5.12154 3.64018 3.84678 -0.115 -0.151 0.068
C 4.02050 1.19462 3.58899 0.141 0.678 0.236
Cl 5.55298 0.47197 3.74147 -0.038 0.071 -0.141
C 2.88651 0.24675 3.40282 0.709 -1.746 0.114
O 3.01021 -0.97259 3.47596 -0.179 2.166 -0.265
C -0.91166 2.01837 -1.14417 -0.114 -0.320 0.143
N -0.05980 0.87917 -1.34773 0.030 0.556 0.259
C -0.14819 -0.27066 -0.47718 0.630 0.289 0.304
H 0.23896 -0.01807 0.57411 -0.461 -0.250 -0.866
C -1.56422 -0.80356 -0.34199 -0.992 -0.352 -0.084
C -2.30387 -1.19921 -1.48333 -0.120 -0.006 0.701
C -3.59904 -1.69211 -1.34558 -0.140 0.036 0.854
C -4.16808 -1.79719 -0.05870 2.083 0.819 0.083
N -5.48326 -2.29159 0.13982 -3.441 -1.302 0.607
O -5.91720 -2.35486 1.31588 0.877 0.137 -2.258
O -6.16853 -2.64634 -0.84534 1.534 0.738 1.584
C -3.44826 -1.40917 1.07932 -0.013 -0.019 -0.485
C -2.15851 -0.90524 0.91640 0.165 0.040 0.015
N 0.74487 -1.18991 -1.14508 0.358 -0.247 0.251
C 0.87377 -2.54703 -0.69522 -0.298 0.122 0.157
C 1.20371 -0.68967 -2.34488 -0.140 0.114 -0.987
C 0.69155 0.62329 -2.47270 0.080 -0.341 -1.026
C 0.84925 1.36274 -3.65119 -0.089 -0.370 0.958
C 1.54755 0.74011 -4.69394 0.465 -0.717 -0.066
C 2.06043 -0.56994 -4.56517 -0.134 0.812 -0.235
C 1.89536 -1.31411 -3.38979 -0.376 0.376 0.875
H -0.74598 2.76054 -1.93139 0.042 -0.108 0.366
H -1.95827 1.69544 -1.18454 -0.072 0.255 0.010
H -0.72327 2.43552 -0.14350 -0.092 0.215 -0.289
H -1.87474 -1.12205 -2.47449 0.107 0.028 0.016
H -4.20173 -2.00345 -2.18237 0.053 0.005 -0.196
H -3.88933 -1.50259 2.06898 0.071 0.030 -0.322
H -1.59357 -0.60036 1.80481 -0.425 -0.182 -0.602
H 1.54284 -3.10392 -1.35857 -0.065 0.170 0.331
H 1.23572 -2.54882 0.34386 0.089 -0.269 -0.254
H -0.11196 -3.02607 -0.71397 0.115 -0.229 0.058
H 0.42231 2.37322 -3.71722 0.293 -0.551 -0.215
H 1.70002 1.28260 -5.62468 -0.012 -0.159 0.165
H 2.60055 -1.01456 -5.39887 -0.135 0.137 0.141
H 2.26524 -2.34048 -3.25974 -0.142 0.554 -0.308

***

(3)
56
Properties=species:S:1:pos:R:3:forces:R:3 method="wB97M-V/def2-TZVPD" orbital_gap_ha=0.273 charge=+1 multiplicity=1 total_energy_ha=-1261.4018 relative_energy_kj_mol=0.0
Sr -0.50952 -1.22556 -0.19303 -0.464 -0.207 -0.036
C 0.31938 -3.54868 2.09353 0.057 -0.112 0.045
C 0.03809 -2.42412 3.06409 -0.001 -0.010 0.064
O -0.79606 -1.46623 2.42250 0.114 0.025 -0.094
C -0.84036 -0.20397 3.09226 0.062 -0.138 -0.007
C -1.91916 0.63470 2.45680 0.004 -0.002 0.023
O -1.64468 0.69412 1.06372 -0.014 -0.058 -0.027
C -2.38711 1.68203 0.34349 0.000 0.050 0.042
C -2.45793 1.26460 -1.10663 -0.016 -0.097 -0.055
O -1.13301 0.90253 -1.50873 0.109 0.161 -0.106
C -1.02041 0.53481 -2.88748 -0.057 -0.046 0.079
C 0.44460 0.30034 -3.15462 0.043 -0.001 0.045
O 0.90649 -0.76206 -2.30355 -0.002 0.067 -0.075
C 2.32469 -0.81783 -2.14774 -0.036 -0.010 -0.030
C 2.73689 -0.05732 -0.90339 -0.020 0.053 0.053
O 2.04576 -0.53817 0.25513 -0.089 -0.165 -0.069
C 2.73253 -1.43633 1.12304 0.090 0.014 0.050
C 2.35300 -2.89276 0.90395 0.059 -0.074 -0.007
O 0.94574 -3.11783 0.88324 -0.015 0.285 0.014
H -0.61545 -4.01442 1.77960 -0.011 0.001 0.036
H 0.93583 -4.30482 2.58735 -0.021 -0.018 -0.033
H 0.96360 -1.94684 3.40265 0.002 -0.002 -0.003
H -0.46474 -2.83991 3.94349 -0.019 0.044 0.000
H 0.13378 0.28768 2.98151 -0.009 0.025 0.059
H -1.04286 -0.35345 4.15589 -0.061 0.064 -0.002
H -1.89355 1.63627 2.89690 -0.020 -0.002 -0.003
H -2.90757 0.19565 2.61976 0.005 -0.005 -0.006
H -1.88684 2.64719 0.46185 0.005 -0.005 -0.013
H -3.40168 1.75705 0.74324 -0.002 -0.005 -0.012
H -2.82043 2.10108 -1.71098 -0.004 0.002 0.001
H -3.11597 0.39920 -1.24038 -0.005 0.015 0.021
H -1.38162 1.34558 -3.52640 0.018 0.006 -0.007
H -1.62008 -0.36347 -3.07534 0.017 -0.007 -0.006
H 1.00599 1.21323 -2.93419 0.002 -0.005 -0.004
H 0.60624 0.02387 -4.19894 -0.029 0.004 -0.005
H 2.82274 -0.40107 -3.02678 0.020 -0.008 0.007
H 2.59554 -1.87258 -2.08025 -0.011 0.000 0.020
H 2.45300 0.99209 -0.99988 0.036 0.006 -0.014
H 3.81738 -0.10736 -0.74984 0.000 -0.017 -0.032
H 2.48846 -1.11890 2.13734 0.012 -0.014 0.003
H 3.81552 -1.34445 0.99917 -0.010 0.051 0.008
H 2.82950 -3.49813 1.68165 -0.030 -0.024 -0.018
H 2.72314 -3.24191 -0.06147 0.008 0.011 0.008
C -2.66640 -2.18434 -1.22829 0.313 0.153 0.071
C -3.71427 -2.38366 -1.82925 -0.006 -0.021 0.014
C -4.95362 -2.62224 -2.51620 -0.055 0.035 0.015
C -4.99533 -3.38256 -3.68710 0.015 -0.008 -0.015
C -6.19569 -3.59890 -4.34461 0.009 -0.010 -0.012
C -7.37518 -3.06259 -3.84769 0.003 0.010 0.015
C -7.34641 -2.30716 -2.68329 0.005 -0.005 -0.012
C -6.14826 -2.08859 -2.02350 -0.017 -0.005 0.005
H -4.07757 -3.80565 -4.07389 0.008 0.005 0.010
H -6.20977 -4.19265 -5.24951 -0.005 0.001 -0.001
H -8.31111 -3.23480 -4.36239 -0.001 0.000 -0.001
H -8.26166 -1.88868 -2.28475 -0.004 -0.003 -0.006
H -6.12871 -1.50693 -1.11083 0.019 0.000 0.002